(1)
Formula: C21H35N3O4
Source: the OMol25 dataset
Level of theory: wB97M-V/def2-TZVPD

## Properties
E, eV: -35005.3310
Gap between HOMO and LUMO, eV: 9.5
SMILES string: C=CCC1(C(=O)N[C@H](C)C(=O)NCC(C)C)CN(C(=O)[C@H](C)C2(O)CCC2)C1

The geometry in ORCA input format:
```
! wB97M-V def2-TZVPD RIJCOSX def2/J DEFGRID3
* xyz 0 1
C -2.780 -0.076 1.373
C -1.514 0.282 1.505
C -0.354 -0.549 1.051
C 0.483 0.124 -0.030
C 1.057 1.441 0.472
O 0.578 2.521 0.167
N 2.116 1.325 1.302
C 2.755 2.459 1.924
C 3.711 3.158 0.959
C 3.505 1.925 3.143
O 3.757 0.735 3.262
N 3.879 2.850 4.046
C 4.603 2.508 5.257
C 3.713 1.969 6.371
C 2.612 2.949 6.754
C 4.561 1.592 7.579
C 1.522 -0.821 -0.695
N 0.686 -0.790 -1.894
C 0.748 -1.386 -3.115
O 0.256 -0.872 -4.100
C 1.516 -2.702 -3.181
C 2.254 -2.821 -4.506
C 0.630 -3.915 -2.910
O -0.220 -4.088 -4.020
C 1.461 -5.147 -2.455
C 1.162 -4.766 -0.989
C -0.030 -3.932 -1.507
C -0.224 0.246 -1.397
H -3.582 0.563 1.718
H -3.057 -1.020 0.916
H -1.276 1.239 1.962
H 0.283 -0.777 1.915
H -0.716 -1.512 0.676
H 2.463 0.429 1.619
H 1.984 3.163 2.248
H 4.196 4.017 1.428
H 4.487 2.468 0.626
H 3.161 3.515 0.090
H 3.631 3.811 3.886
H 5.373 1.775 5.013
H 5.124 3.405 5.602
H 3.242 1.053 5.999
H 3.031 3.892 7.118
H 1.960 3.173 5.908
H 1.985 2.536 7.545
H 5.068 2.466 7.997
H 3.943 1.158 8.365
H 5.323 0.856 7.315
H 2.512 -0.391 -0.864
H 1.601 -1.808 -0.228
H 2.272 -2.675 -2.386
H 2.915 -1.967 -4.656
H 2.856 -3.730 -4.539
H 1.551 -2.844 -5.336
H -0.824 -4.810 -3.828
H 0.984 -6.082 -2.753
H 2.502 -5.192 -2.777
H 0.922 -5.586 -0.315
H 1.945 -4.155 -0.546
H -0.240 -2.970 -1.039
H -0.964 -4.497 -1.515
H -1.268 -0.068 -1.403
H -0.110 1.205 -1.898
*
```

(2)
Formula: C21H35N3O4S
Source: the OMol25 dataset
Level of theory: wB97M-V/def2-TZVPD

## Properties
E, eV: -45842.2561
Gap between HOMO and LUMO, eV: 9.5
SMILES string: CCCCCCCNC(=O)C[C@@H](NS(=O)(=O)c1ccc(NC(C)=O)cc1)C(C)C

The geometry in ORCA input format:
```
! wB97M-V def2-TZVPD RIJCOSX def2/J DEFGRID3
* xyz 0 1
C -7.639 -4.267 -0.308
C -6.459 -3.389 -0.704
C -6.073 -2.418 0.410
C -4.884 -1.541 0.022
C -4.505 -0.572 1.140
C -3.241 0.231 0.836
C -3.463 1.308 -0.230
N -2.224 1.958 -0.607
C -1.704 2.969 0.114
O -2.268 3.479 1.064
C -0.332 3.430 -0.361
C 0.755 2.803 0.532
N 0.552 1.373 0.732
S 0.584 0.290 -0.534
O 0.335 0.923 -1.806
O -0.289 -0.782 -0.151
C 2.260 -0.318 -0.514
C 3.089 -0.117 -1.600
C 4.383 -0.597 -1.565
C 4.849 -1.284 -0.441
N 6.163 -1.743 -0.462
C 6.860 -2.419 0.509
C 8.270 -2.746 0.071
O 6.409 -2.719 1.587
C 3.996 -1.490 0.644
C 2.702 -1.007 0.599
C 2.174 3.020 -0.018
C 3.205 2.563 1.014
C 2.431 4.481 -0.381
H -7.397 -4.855 0.575
H -8.511 -3.656 -0.082
H -7.899 -4.949 -1.114
H -5.601 -4.020 -0.944
H -6.714 -2.823 -1.603
H -6.929 -1.782 0.646
H -5.825 -2.986 1.310
H -4.024 -2.175 -0.205
H -5.136 -0.986 -0.883
H -5.335 0.113 1.329
H -4.338 -1.147 2.054
H -2.448 -0.443 0.505
H -2.906 0.730 1.749
H -4.128 2.081 0.164
H -3.901 0.877 -1.131
H -1.634 1.486 -1.278
H -0.290 4.514 -0.262
H -0.171 3.141 -1.398
H 0.684 3.259 1.527
H -0.229 1.159 1.332
H 2.706 0.408 -2.462
H 5.038 -0.445 -2.411
H 6.662 -1.547 -1.319
H 8.252 -3.374 -0.817
H 8.816 -1.832 -0.156
H 8.778 -3.275 0.871
H 4.354 -2.026 1.507
H 2.021 -1.165 1.420
H 2.269 2.408 -0.919
H 3.196 3.233 1.870
H 4.203 2.570 0.581
H 2.987 1.557 1.361
H 1.831 4.793 -1.230
H 2.206 5.128 0.465
H 3.479 4.613 -0.641
*
```

So what do the calculations give for energy relative to the best compared isomer or geometry (same formula, charge and spin)? Going down the list: 1.048, 0.020 eV.